(1)
{"formula": "C3H4ClN3O", "method": "ωB97M-V/def2-TZVPD", "orbital_gap_ev": 9.6, "lumo_ha": 0.0225, "species": ["C", "C", "C", "H", "H", "H", "H", "N", "N", "N", "O", "Cl"], "coordinates": [[-2.156, 1.493, 0.111], [0.839, 0.132, -0.015], [-1.128, -0.832, 0.006], [-1.917, 2.504, 0.591], [-2.708, 1.702, -0.807], [-2.772, 1.111, 0.928], [-3.193, -1.490, -0.086], [-1.093, 0.546, 0.044], [0.166, 1.126, -0.313], [-2.084, -1.706, -0.226], [0.264, -1.094, 0.299], [2.601, 0.024, -0.010]]}

***

(2)
{"formula": "C38H73N5O", "method": "ωB97M-V/def2-TZVPD", "orbital_gap_ev": 9.4, "lumo_ha": 0.0083, "smiles": "CN(C)C(=O)C[C@@H](C#N)[C@@](C#N)(CN)c1cccnc1.CCCCCC.CCCCCC.CCCCCC.CCCCCC", "species": ["C", "N", "C", "C", "O", "C", "C", "C", "N", "C", "C", "N", "C", "N", "C", "C", "C", "C", "N", "C", "H", "H", "H", "H", "H", "H", "H", "H", "H", "H", "H", "H", "H", "H", "H", "H", "H", "C", "C", "C", "C", "C", "C", "H", "H", "H", "H", "H", "H", "H", "H", "H", "H", "H", "H", "H", "H", "C", "C", "C", "C", "C", "C", "H", "H", "H", "H", "H", "H", "H", "H", "H", "H", "H", "H", "H", "H", "C", "C", "C", "C", "C", "C", "H", "H", "H", "H", "H", "H", "H", "H", "H", "H", "H", "H", "H", "H", "C", "C", "C", "C", "C", "C", "H", "H", "H", "H", "H", "H", "H", "H", "H", "H", "H", "H", "H", "H"], "coordinates": [[-2.290, 4.675, 3.384], [-2.854, 4.054, 2.171], [-3.213, 2.638, 2.310], [-2.101, 4.343, 0.998], [-2.361, 5.298, 0.316], [-0.933, 3.462, 0.560], [0.477, 4.017, 0.902], [0.472, 5.326, 1.537], [0.460, 6.357, 2.023], [1.317, 2.999, 1.724], [0.556, 2.547, 2.867], [-0.044, 2.188, 3.766], [1.618, 1.761, 0.770], [1.426, 0.443, 1.323], [2.628, 3.626, 2.190], [3.009, 3.673, 3.531], [4.235, 4.250, 3.827], [5.036, 4.775, 2.832], [4.681, 4.752, 1.538], [3.513, 4.182, 1.264], [-2.591, 5.718, 3.415], [-1.208, 4.623, 3.452], [-2.724, 4.197, 4.252], [-3.178, 2.312, 3.342], [-4.232, 2.497, 1.955], [-2.589, 1.959, 1.731], [-1.006, 3.403, -0.519], [-1.005, 2.444, 0.925], [1.017, 4.151, -0.030], [2.647, 1.830, 0.438], [0.996, 1.851, -0.117], [0.454, 0.195, 1.423], [1.934, 0.296, 2.182], [2.371, 3.288, 4.309], [4.569, 4.299, 4.853], [5.983, 5.227, 3.088], [3.230, 4.145, 0.215], [2.438, -4.895, -3.326], [2.571, -4.612, -1.833], [1.801, -3.374, -1.378], [2.251, -2.059, -2.015], [3.720, -1.703, -1.800], [4.078, -1.527, -0.327], [2.846, -4.083, -3.929], [2.975, -5.805, -3.597], [1.390, -5.030, -3.603], [3.628, -4.517, -1.570], [2.197, -5.475, -1.275], [1.871, -3.293, -0.290], [0.739, -3.517, -1.599], [1.633, -1.253, -1.605], [2.043, -2.081, -3.089], [3.926, -0.769, -2.329], [4.371, -2.458, -2.252], [3.450, -0.756, 0.123], [5.122, -1.227, -0.215], [3.939, -2.451, 0.236], [8.209, 2.302, -5.212], [7.458, 1.272, -4.374], [5.953, 1.527, -4.302], [5.556, 2.855, -3.655], [6.075, 3.059, -2.232], [5.554, 2.018, -1.247], [8.122, 3.306, -4.793], [9.271, 2.060, -5.261], [7.825, 2.327, -6.233], [7.883, 1.239, -3.367], [7.619, 0.280, -4.804], [5.480, 0.701, -3.762], [5.539, 1.497, -5.315], [4.462, 2.922, -3.647], [5.900, 3.685, -4.279], [5.772, 4.052, -1.890], [7.167, 3.056, -2.223], [4.461, 2.029, -1.214], [5.922, 2.225, -0.240], [5.874, 1.010, -1.514], [-7.075, 1.531, 3.687], [-6.322, 0.204, 3.629], [-6.071, -0.292, 2.206], [-7.330, -0.579, 1.388], [-8.280, -1.602, 2.009], [-7.657, -2.985, 2.180], [-8.069, 1.450, 3.246], [-7.200, 1.859, 4.719], [-6.530, 2.312, 3.152], [-6.866, -0.551, 4.201], [-5.356, 0.325, 4.128], [-5.451, -1.192, 2.250], [-5.476, 0.456, 1.672], [-7.026, -0.933, 0.398], [-7.876, 0.353, 1.217], [-9.161, -1.689, 1.367], [-8.643, -1.242, 2.975], [-7.320, -3.380, 1.219], [-8.382, -3.687, 2.594], [-6.801, -2.962, 2.856], [-2.705, -2.706, -0.061], [-2.232, -4.156, -0.025], [-2.115, -4.791, -1.410], [-3.424, -4.883, -2.196], [-4.542, -5.653, -1.496], [-4.198, -7.115, -1.226], [-3.705, -2.616, -0.487], [-2.740, -2.286, 0.946], [-2.026, -2.092, -0.657], [-2.903, -4.746, 0.605], [-1.250, -4.195, 0.455], [-1.683, -5.790, -1.305], [-1.396, -4.215, -2.001], [-3.215, -5.359, -3.160], [-3.780, -3.877, -2.432], [-5.436, -5.611, -2.123], [-4.808, -5.161, -0.556], [-3.965, -7.637, -2.157], [-5.038, -7.629, -0.757], [-3.340, -7.212, -0.559]]}